# C3H9NS2

2 unconnected molecules or ions with the total composition C3H9NS2 at a distorted geometry (the ωB97M-V functional and the def2-TZVPD basis, the OMol25 dataset).

Structure (XYZ):
```
15
Properties=species:S:1:pos:R:3:forces:R:3:mulliken_charge:R:1
S -0.897741 2.405484 1.337541 -1.1143 -1.1135 -0.2788 -0.091
S -0.898701 -2.454849 1.006403 0.2493 1.1205 -0.0752 -0.232
N 1.299951 1.428449 -0.316424 -1.7721 1.2200 -0.2444 -0.561
C 0.325077 -0.729750 -0.985399 -0.7486 -2.0442 -0.1880 -1.620
C 0.427872 0.293371 0.064714 0.9738 2.4600 1.1853 0.597
C -0.949964 0.963835 0.308120 0.8715 -1.6643 1.3888 -0.644
H 1.072217 -1.541742 -0.789888 -0.9084 0.3526 -0.2572 0.280
H 0.876451 -0.172315 0.995996 -1.0039 0.4691 -0.5926 0.309
H 0.657496 2.328571 -0.160499 3.2197 -2.3057 -0.1859 0.171
H 0.575481 -0.328134 -1.928623 0.1450 0.6507 -1.2128 0.507
H -1.508902 -0.011940 0.674375 -0.3957 1.4260 0.0600 0.149
H -1.404708 1.243616 -0.651436 -0.4063 -0.2237 0.0652 0.391
H 2.192358 1.402314 0.154533 -0.1701 0.7160 0.0981 0.229
H -0.740313 -1.108862 -1.014121 1.4421 0.0016 -0.2852 0.404
H -1.026574 -3.718048 1.304708 -0.3820 -1.0650 0.5227 0.111
```
Positions in Å, forces in eV/Å.

Multiplicity   1
Orbital gap   0.12521 Ha
Lowest unoccupied orbital energy   -4.87 eV
Highest occupied orbital energy   -8.28 eV
E   -970.5902 a.u.

***

# C18H24N6O2

A single C18H24N6O2 molecule at a distorted geometry (the ωB97M-V functional and the def2-TZVPD basis, the OMol25 dataset).

Structure (XYZ):
```
50
Properties=species:S:1:pos:R:3:forces:R:3:mulliken_charge:R:1
O 4.090563 -0.750464 -3.069560 0.0557 0.0155 -0.4321 -0.682
O -3.517969 -0.892888 0.664083 0.2951 -0.3935 -0.7193 -0.115
N -3.499478 -0.312323 1.887911 -0.1947 0.6180 1.2050 -0.625
N -1.643395 -0.802442 -2.121918 -0.0576 -0.0655 -0.0962 0.084
N 0.187955 1.077064 4.663238 0.2715 0.0987 0.1692 -0.619
N 3.115189 -0.401742 -1.042438 -0.2510 0.0323 0.2942 0.302
N -2.553312 0.754972 4.364355 -0.1792 -0.1296 -0.2622 -0.555
N -1.413111 -0.680082 1.206374 0.0658 -0.3002 -0.3185 -0.294
C -2.233374 -0.196409 2.188723 -0.6000 -0.4205 -0.9681 0.220
C 3.392716 -0.589237 0.362646 0.0184 0.0802 0.2317 -0.278
C -0.324927 0.555858 3.563512 -0.3230 -0.1179 -0.1993 -0.080
C -2.144962 2.083792 -2.021739 -0.0700 -0.0620 0.2436 -1.070
C -3.293164 1.082493 -2.090106 0.1721 -0.0057 -0.1978 -0.373
C -2.798491 -0.202163 -2.760444 -0.2470 0.0941 0.0233 -1.006
C -1.920048 -1.703973 -1.027763 -0.0197 -0.0754 -0.1964 -1.464
C 5.182141 -1.453670 -0.991788 -0.0007 -0.0615 0.0072 -0.555
C 4.515630 -1.632203 0.370867 0.0468 0.0301 -0.0090 -0.767
C -2.034900 1.279129 5.458721 0.1654 0.0489 0.1001 -0.218
C 0.678936 -0.507656 -1.345749 0.0188 0.2234 -0.2318 -0.835
C -0.535244 0.142877 -2.010764 0.2872 0.0488 0.3107 0.216
C -1.704223 0.386280 3.408645 0.3804 0.3259 0.6547 0.457
C -0.939464 1.458523 -1.323002 -0.0404 0.0197 -0.3227 -0.169
C 1.958533 0.318785 -1.507064 -0.2126 -0.0621 -0.1694 -1.265
C -0.661108 1.437814 5.614149 -0.1287 -0.0110 -0.0192 -0.279
C -2.245630 -1.088263 0.295945 0.3649 0.1204 0.6005 1.034
C 4.091757 -0.846138 -1.862792 0.3078 -0.1935 0.0445 0.551
H -0.227365 1.859477 6.510006 -0.0825 0.0494 0.1142 0.408
H -0.267298 0.382301 -3.050395 0.0359 0.0333 0.0523 0.650
H -1.051704 -2.351091 -0.880093 -0.1691 0.0038 0.1053 0.397
H 5.203468 -1.486173 1.201149 -0.0424 -0.0390 0.0365 0.376
H -2.501958 0.032262 -3.789321 -0.0978 0.0020 -0.0336 0.441
H 0.366011 0.264481 2.785617 -0.0306 -0.0542 -0.0986 0.595
H -2.458034 2.985893 -1.491920 0.0242 0.0441 -0.0850 0.409
H -3.661177 0.866442 -1.086319 -0.0676 0.0139 0.0319 0.184
H 5.553613 -2.380864 -1.422747 0.0055 0.0586 -0.0671 0.335
H 4.089930 -2.633062 0.448218 -0.0081 0.0122 0.0246 0.291
H -2.738116 1.574643 6.224849 0.0381 0.0589 0.1327 0.430
H -0.102307 2.155922 -1.358669 0.0708 0.0306 0.0555 0.479
H -4.124049 1.494379 -2.664844 -0.0718 -0.0072 0.0123 0.425
H 2.501298 -0.933449 0.891771 0.0357 0.0403 0.0283 0.160
H 0.850685 -1.477749 -1.816042 0.0289 -0.0759 0.0153 0.327
H 1.884987 1.261133 -0.954380 0.0156 -0.0017 -0.0804 0.383
H 3.718099 0.358349 0.814005 -0.0623 -0.0600 0.0380 0.313
H -3.598657 -0.944199 -2.802044 0.0221 -0.0163 -0.0785 0.399
H -1.171789 1.271998 -0.273938 0.0543 0.0291 0.0333 -0.124
H 2.132941 0.533824 -2.565005 -0.0157 0.0708 0.1035 0.328
H 0.472126 -0.657209 -0.285301 0.0385 -0.0886 -0.0065 0.100
H 6.010543 -0.743705 -0.950324 0.0210 0.0106 -0.0439 0.249
H -1.859964 2.371612 -3.036976 0.0020 0.0755 -0.0575 0.339
H -2.771905 -2.323147 -1.321340 0.1300 -0.0479 0.0249 0.490
```
Positions in Å, forces in eV/Å.

Multiplicity   1
Orbital gap   0.31092 Ha
Lowest unoccupied orbital energy   -0.15 eV
Highest occupied orbital energy   -8.61 eV
E   -1179.3096 a.u.

***

# ArH22O11

A molecular structure, ArH22O11 at a distorted geometry (the ωB97M-V functional and the def2-TZVPD basis, the OMol25 dataset).

Structure (XYZ):
```
34
Properties=species:S:1:pos:R:3:forces:R:3:mulliken_charge:R:1
Ar 5.110657 -12.977131 19.836226 -0.0432 0.0145 -0.2007 -0.010
O 8.463055 -13.582998 18.840720 0.2297 -0.2498 0.0162 -0.709
O 3.614186 -12.967973 23.135593 -0.0145 0.3258 0.0369 -0.718
O 5.216540 -9.469819 20.428000 -0.2467 0.3126 -0.2067 -0.657
O 8.124819 -12.265941 21.469829 0.6372 -0.4392 -0.4680 -0.607
O 4.223918 -15.431650 21.648589 -0.3149 0.2633 0.1652 -0.660
O 4.675141 -11.582745 16.292805 -0.1823 0.0289 0.1853 -0.629
O 0.730516 -12.484019 20.061050 -0.0889 -0.1965 -0.0120 -0.613
O 7.379658 -12.040003 16.579779 0.6556 -0.2217 0.2122 -0.695
O 5.775681 -11.171477 22.379962 0.3773 -0.3760 0.5757 -0.666
O 7.478715 -16.239665 18.922705 -0.3294 -0.8577 -0.5002 -0.668
O 6.946770 -15.199613 21.612484 0.2821 -0.2856 0.2750 -0.695
H 7.380489 -11.943936 21.978266 -1.0256 0.5334 0.2472 0.366
H 7.817362 -15.350625 18.817077 0.2832 0.5807 0.0473 0.412
H 5.071457 -11.807951 22.503284 -0.2866 -0.2670 0.5337 0.289
H 7.679617 -11.242476 17.015917 0.1951 0.2715 -0.0169 0.306
H 5.755732 -9.197126 19.685609 0.3376 0.0435 -0.0948 0.297
H 3.458843 -15.755491 21.173186 -0.1697 -0.1477 -0.3733 0.253
H 4.222874 -10.748820 16.420356 -0.0418 0.2540 0.0244 0.287
H 4.033835 -15.621856 22.567250 0.0809 -0.3413 0.3648 0.304
H 8.862272 -12.237166 22.079386 0.3056 -0.1141 0.0307 0.294
H 4.156061 -12.038350 15.630070 -0.0579 -0.2639 -0.2273 0.299
H 7.179424 -16.276114 19.831177 0.0828 0.1627 0.3772 0.339
H 8.353882 -13.092862 19.655639 0.0430 0.2059 0.6157 0.308
H 0.514466 -11.620414 20.412794 -0.1104 0.1941 0.1603 0.315
H 4.353004 -9.635076 20.049552 -0.3126 -0.0045 -0.0678 0.302
H 5.450667 -10.582988 21.698574 0.2235 0.4441 -0.3780 0.406
H 8.028231 -13.046492 18.177909 -0.2186 0.1189 -0.6854 0.388
H 1.529190 -12.343122 19.552627 0.2257 -0.0395 -0.1382 0.295
H 3.809949 -13.608255 22.451526 0.0463 -0.3653 -0.4869 0.427
H 5.990239 -15.217001 21.581240 -0.2841 -0.1214 -0.1250 0.430
H 3.190161 -13.476988 23.826484 -0.0991 0.0791 0.2884 0.286
H 6.426447 -11.956234 16.555469 -0.5793 0.0409 -0.1292 0.393
H 7.178448 -14.302343 21.372770 0.4000 0.4172 -0.0457 0.333
```
Positions in Å, forces in eV/Å.

Multiplicity   1
Orbital gap   0.32514 Ha
Lowest unoccupied orbital energy   -0.62 eV
Highest occupied orbital energy   -9.47 eV
E   -1368.3475 a.u.

***

# C6H12F2N2S

2 unconnected molecules or ions with the total composition C6H12F2N2S (the ωB97M-V functional and the def2-TZVPD basis, the OMol25 dataset).

Structure (XYZ):
```
23
Properties=species:S:1:pos:R:3:forces:R:3:mulliken_charge:R:1
S 1.535548 -2.841469 -2.768874 0.0630 -0.2683 0.1411 -0.200
F 1.358109 -1.615509 1.507353 -0.3200 -0.3583 0.2787 -0.285
F 2.422759 0.272210 1.525190 0.1263 0.3746 0.1865 -0.287
N 0.581892 -0.063465 -1.227779 0.4242 0.1684 -0.3469 -0.535
N -0.103638 -3.349453 -0.869368 0.2030 -0.1824 0.0736 -0.168
C -0.379003 0.771160 0.909663 -0.2285 0.1772 -0.2358 -0.590
C 0.040618 -2.603209 -1.941973 -0.5078 -0.0302 -0.2133 -0.232
C 0.601096 0.060852 0.021992 0.2622 -0.0576 0.4308 0.454
C 1.781299 -0.601544 0.710086 0.3269 -0.0952 -0.7372 0.116
C -1.755809 2.857669 1.244575 0.0350 0.0005 -0.2014 -1.335
C -0.835766 2.099972 0.299983 -0.0448 -0.1087 0.2388 -0.276
H -1.265864 3.029676 2.200048 0.0093 0.0415 0.1258 0.339
H -0.215259 0.357833 -1.697801 -0.1591 0.0530 0.1874 0.220
H -2.671225 2.295370 1.422507 -0.0805 -0.0038 0.0689 0.332
H 1.288721 -1.907672 -3.684175 0.0890 0.0964 -0.1419 0.152
H 0.073989 0.947679 1.886736 -0.0293 -0.0422 0.0017 0.352
H 2.502655 -1.003033 -0.014047 -0.2305 0.1131 0.1012 0.284
H -1.246791 0.119409 1.058210 0.0277 0.0097 0.0963 0.284
H 0.580723 -4.004384 -0.498468 -0.0024 0.0417 0.0306 0.168
H -2.022938 3.822772 0.818913 -0.0840 0.0735 0.0436 0.364
H 0.044720 2.706202 0.076450 -0.0026 -0.0137 -0.0704 0.326
H -1.359925 1.914596 -0.640723 0.0753 0.0354 -0.0265 0.266
H -0.955910 -3.265662 -0.338497 0.0473 -0.0246 -0.0316 0.249
```
Positions in Å, forces in eV/Å.

Multiplicity   1
Orbital gap   0.32925 Ha
Lowest unoccupied orbital energy   0.85 eV
Highest occupied orbital energy   -8.11 eV
E   -943.1790 a.u.

***

Calculated values (kcal per mole) of energy relative to the best compared isomer or geometry (same formula, charge and spin) for the records, taken in order: 151.6 14.0 16.0 0.0.